Here is a cluster of 3 separate species, C36H34BI2O5P in total from the OMol25 dataset. Energies are from ωB97M-V with the def2-TZVPD basis set.

Each line ends with the Löwdin charge.
CARTESIAN COORDINATES (ANGSTROEM)
O (0.1738, 4.1440, 0.0308)  0.09
C (0.0355, 3.0053, 0.4276)  -0.26
C (0.4579, 1.8492, -0.4112)  -0.08
C (1.0314, 2.0919, -1.6531)  0.00
C (1.4515, 1.0324, -2.4379)  -0.05
C (1.3019, -0.2741, -1.9854)  -0.05
C (0.7206, -0.5225, -0.7542)  0.00
C (0.2924, 0.5367, 0.0355)  -0.08
C (-0.3497, 0.2469, 1.3493)  -0.27
O (-0.5343, -0.8933, 1.7174)  0.10
C (-0.7553, 1.4058, 2.1963)  -0.08
C (-1.3273, 1.1646, 3.4385)  0.00
C (-1.6923, 2.2260, 4.2483)  -0.05
C (-1.4871, 3.5335, 3.8218)  -0.06
C (-0.9246, 3.7798, 2.5817)  0.00
C (-0.5594, 2.7189, 1.7632)  -0.08
H (1.1420, 3.1120, -1.9938)  0.11
H (1.8978, 1.2233, -3.4047)  0.11
H (1.6378, -1.1002, -2.5980)  0.11
H (0.5916, -1.5339, -0.3944)  0.12
H (-1.4789, 0.1435, 3.7592)  0.12
H (-2.1364, 2.0362, 5.2164)  0.11
H (-1.7679, 4.3611, 4.4596)  0.11
H (-0.7624, 4.7918, 2.2379)  0.12
O (-4.3791, 7.0743, -4.7955)  0.11
C (-3.2416, 6.8061, -5.1188)  -0.28
C (-2.8662, 6.6583, -6.5558)  -0.08
C (-3.8368, 6.8577, -7.5290)  0.00
C (-3.5045, 6.7490, -8.8680)  -0.06
C (-2.2008, 6.4411, -9.2418)  -0.06
C (-1.2320, 6.2317, -8.2762)  0.00
C (-1.5606, 6.3364, -6.9306)  -0.08
C (-0.5038, 6.0917, -5.9062)  -0.28
O (0.6174, 5.7631, -6.2318)  0.10
C (-0.8730, 6.2649, -4.4727)  -0.08
C (0.1003, 6.0790, -3.4988)  0.00
C (-0.2141, 6.2469, -2.1613)  -0.06
C (-1.5063, 6.6047, -1.7922)  -0.05
C (-2.4820, 6.7879, -2.7557)  0.00
C (-2.1717, 6.6170, -4.0995)  -0.08
H (-4.8455, 7.0994, -7.2244)  0.12
H (-4.2616, 6.9064, -9.6248)  0.11
H (-1.9421, 6.3639, -10.2895)  0.11
H (-0.2159, 5.9867, -8.5524)  0.12
H (1.1005, 5.8015, -3.8024)  0.12
H (0.5414, 6.0954, -1.4066)  0.09
H (-1.7497, 6.7343, -0.7460)  0.11
H (-3.4907, 7.0623, -2.4798)  0.12
C (4.3193, -7.9283, 3.0744)  -0.11
C (4.9934, -6.7077, 3.6953)  -0.27
C (4.0001, -5.7551, 4.3704)  -0.22
C (3.2432, -4.8813, 3.3544)  -0.20
C (1.8380, -4.4491, 3.8142)  -0.20
C (0.7915, -4.4571, 2.6889)  -0.20
C (-0.0258, -5.7412, 2.6530)  -0.23
C (-1.1610, -5.7354, 3.6991)  -0.29
B (-1.9119, -7.0857, 3.6924)  -1.08
I (-3.0045, -7.7338, 1.9586)  0.86
P (-2.1241, -8.3323, 5.1408)  0.39
O (-1.6302, -9.7574, 4.4545)  -0.48
I (-0.1795, -7.9041, 6.5282)  0.45
H (3.8501, -7.6997, 2.1179)  0.06
H (3.5547, -8.3270, 3.7414)  0.07
H (5.0472, -8.7182, 2.8907)  0.07
H (5.5514, -6.1576, 2.9336)  0.11
H (5.7236, -7.0394, 4.4359)  0.10
H (3.2805, -6.3615, 4.9249)  0.09
H (4.5393, -5.1142, 5.0675)  0.11
H (3.1653, -5.4311, 2.4152)  0.10
H (3.8351, -3.9799, 3.1966)  0.11
H (1.5143, -5.0873, 4.6394)  0.09
H (1.9076, -3.4375, 4.2177)  0.11
H (1.3119, -4.3382, 1.7353)  0.11
H (0.1428, -3.5862, 2.7901)  0.10
H (-0.4724, -5.8687, 1.6655)  0.09
H (0.6204, -6.6074, 2.8208)  0.12
H (-1.8610, -4.9373, 3.4276)  0.11
H (-0.7682, -5.5126, 4.6911)  0.05
H (-2.3315, -10.0662, 3.8735)  0.01

Cartesian forces (eV/Å) of the 3 atoms listed first:
O 0.01 0.00 0.12
C -0.01 0.04 -0.08
C -0.02 -0.03 0.07

E_HOMO ... -8.586 eV
DFT total energy ... -2730.12242 Ha
Strongest force on any atom ... 0.62 eV/A


Here is a cluster of 6 separate species, H11S6 in total from the OMol25 dataset. Energies are from ωB97M-V with the def2-TZVPD basis set.

Each line ends with the Löwdin charge.
CARTESIAN COORDINATES (ANGSTROEM)
S (-1.0851, 1.4266, 0.6824)  0.13
H (-1.5259, 2.5274, 1.3285)  -0.32
S (-1.6283, 1.8302, -2.9531)  0.35
H (-0.6524, 0.8952, -2.9480)  -0.26
H (-1.6548, 1.9288, -1.5698)  -0.33
S (-2.8001, -1.5107, 1.5545)  0.33
H (-3.1443, -1.6641, 0.2705)  -0.25
H (-2.1583, -0.2502, 1.4049)  -0.35
S (2.4863, 1.1263, 1.0407)  0.38
H (1.1368, 1.3736, 0.9110)  -0.35
H (2.2780, 0.1882, 1.9604)  -0.25
S (0.9823, -3.0055, 1.8964)  0.43
H (0.6733, -2.8224, 0.6030)  -0.22
H (-0.1115, -2.3977, 2.3778)  -0.26
S (2.4090, -0.2408, -2.6871)  0.43
H (2.5808, 1.0682, -2.4916)  -0.22
H (2.2143, -0.4729, -1.3805)  -0.26

Cartesian forces (eV/Å) of the 3 atoms listed first:
S -0.10 0.32 0.11
H 0.09 -0.21 -0.08
S 0.09 -0.08 0.30

E_HOMO ... -4.334 eV
DFT total energy ... -2395.74281 Ha
ΔE to the lowest compared entry with this formula, charge and spin ... 0.0000 eV
Charge ... -1
Strongest force on any atom ... 0.62 eV/A


Here is an isolated molecule of C18H24ClF3O8S2 from the OMol25 dataset. Energies are from ωB97M-V with the def2-TZVPD basis set.

Each line ends with the Löwdin charge.
CARTESIAN COORDINATES (ANGSTROEM)
C (0.0110, 3.6857, 1.7671)  0.02
C (-0.4813, 2.4958, 2.2279)  -0.12
C (-0.0566, 1.0759, 1.8899)  -0.19
C (-0.7416, 0.6830, 0.5394)  -0.24
C (-1.1864, -0.8085, 0.5604)  -0.04
C (-2.5776, -1.0119, 0.0135)  -0.43
O (-2.8488, -1.7424, -0.8816)  0.19
O (-3.5492, -0.2689, 0.6836)  0.07
C (-4.2872, -0.9898, 1.6282)  -0.48
C (-4.3025, -0.3521, 2.9900)  0.03
O (-4.8656, -1.9882, 1.3578)  0.17
C (-0.0007, 1.0833, -0.7851)  -0.63
S (-0.8053, 2.6617, -1.2995)  0.89
C (-0.1345, 0.0538, -1.9261)  -0.23
C (0.0246, 0.5711, -3.3579)  -0.22
C (0.3409, -0.5729, -4.3426)  -0.14
C (1.5648, -1.4437, -4.0083)  -0.21
O (1.2532, -2.8282, -4.0817)  -0.18
C (1.1304, -3.4987, -2.8441)  -0.10
S (1.7816, 1.4185, -0.5382)  0.65
O (2.4898, 0.7715, -1.5992)  -0.24
O (2.0591, 2.8125, -0.4065)  -0.26
O (2.1791, 0.5754, 0.7572)  -0.14
C (1.4407, 0.6647, 1.9791)  -0.27
C (1.4840, -0.7848, 2.5807)  -0.06
C (2.4453, -1.7230, 1.8720)  -0.79
O (2.1415, -2.2869, 0.8727)  0.07
Cl (4.0139, -2.0252, 2.6023)  0.73
C (2.2941, 1.5320, 2.9374)  -0.59
F (2.7190, 2.6495, 2.3848)  0.18
F (3.4040, 0.8565, 3.2653)  0.13
F (1.6511, 1.7817, 4.0750)  0.18
H (-0.5508, 4.3390, 1.1017)  0.06
H (0.9807, 4.0615, 2.0761)  0.07
H (-1.3539, 2.5482, 2.8850)  0.11
H (-0.5631, 0.4548, 2.6292)  0.13
H (-1.6740, 1.2519, 0.5426)  0.11
H (-1.2562, -1.1368, 1.6020)  0.12
H (-0.4919, -1.4857, 0.0705)  0.13
H (-5.2428, 0.1924, 3.0880)  0.10
H (-4.3157, -1.1594, 3.7188)  0.10
H (-3.4622, 0.3200, 3.1399)  0.07
H (0.1924, 3.2498, -1.9679)  -0.09
H (0.5905, -0.7375, -1.7355)  0.09
H (-1.1186, -0.4111, -1.8808)  0.11
H (-0.9134, 1.0126, -3.6915)  0.10
H (0.8232, 1.3121, -3.4105)  0.10
H (-0.5540, -1.1831, -4.4798)  0.12
H (0.5227, -0.0967, -5.3091)  0.11
H (2.0391, -1.1734, -3.0637)  0.10
H (2.3130, -1.2714, -4.7858)  0.12
H (1.1901, -2.8278, -1.9838)  0.06
H (1.9054, -4.2637, -2.7474)  0.09
H (0.1649, -4.0112, -2.7986)  0.09
H (1.6560, -0.7545, 3.6545)  0.13
H (0.5281, -1.2772, 2.4327)  0.11

Cartesian forces (eV/Å) of the 3 atoms listed first:
C 0.35 -0.28 0.51
C 0.11 0.72 -0.09
C 0.86 0.60 0.89

E_HOMO ... -8.507 eV
DFT total energy ... -2858.22426 Ha
ΔE to the lowest compared entry with this formula, charge and spin ... 0.0000 eV
Strongest force on any atom ... 2.04 eV/A


Copy entry 2 word for word.
Here is a cluster of 6 separate species, H11S6 in total from the OMol25 dataset. Energies are from ωB97M-V with the def2-TZVPD basis set.

Each line ends with the Löwdin charge.
CARTESIAN COORDINATES (ANGSTROEM)
S (-1.0851, 1.4266, 0.6824)  0.13
H (-1.5259, 2.5274, 1.3285)  -0.32
S (-1.6283, 1.8302, -2.9531)  0.35
H (-0.6524, 0.8952, -2.9480)  -0.26
H (-1.6548, 1.9288, -1.5698)  -0.33
S (-2.8001, -1.5107, 1.5545)  0.33
H (-3.1443, -1.6641, 0.2705)  -0.25
H (-2.1583, -0.2502, 1.4049)  -0.35
S (2.4863, 1.1263, 1.0407)  0.38
H (1.1368, 1.3736, 0.9110)  -0.35
H (2.2780, 0.1882, 1.9604)  -0.25
S (0.9823, -3.0055, 1.8964)  0.43
H (0.6733, -2.8224, 0.6030)  -0.22
H (-0.1115, -2.3977, 2.3778)  -0.26
S (2.4090, -0.2408, -2.6871)  0.43
H (2.5808, 1.0682, -2.4916)  -0.22
H (2.2143, -0.4729, -1.3805)  -0.26

Cartesian forces (eV/Å) of the 3 atoms listed first:
S -0.10 0.32 0.11
H 0.09 -0.21 -0.08
S 0.09 -0.08 0.30

E_HOMO ... -4.334 eV
DFT total energy ... -2395.74281 Ha
ΔE to the lowest compared entry with this formula, charge and spin ... 0.0000 eV
Charge ... -1
Strongest force on any atom ... 0.62 eV/A